Below is a cluster of 8 separate species, C42H99N5O6S3 in total at a distorted geometry, with properties calculated with the ωB97M-V functional and the def2-TZVPD basis.

Results
Kohn-Sham gap (eV): 7.8
Strongest force on any atom (eV/A): 3.21
Multiplicity: 1
Total charge: 0
SMILES string: O=S1(=O)CCCC1.O=S1(=O)CCCC1.O=S1(=O)CCCC1.CCN(CC)CC.CCN(CC)CC.CCN(CC)CC.CCN(CC)CC.CCN(CC)CC

Each line ends with the Löwdin charge.
Geometry (Å):
1 O 22.420 11.965 -7.133  -0.321
2 S 23.469 11.693 -6.165  0.683
3 O 24.699 12.476 -6.094  -0.345
4 C 22.829 11.672 -4.399  -0.187
5 C 22.458 10.185 -4.325  -0.235
6 C 23.666 9.412 -4.832  -0.208
7 C 23.951 9.969 -6.245  -0.229
8 H 22.175 12.537 -4.314  0.076
9 H 23.636 11.820 -3.679  0.096
10 H 22.049 9.993 -3.333  0.117
11 H 21.600 10.089 -5.002  0.110
12 H 23.693 8.326 -4.795  0.116
13 H 24.561 9.683 -4.257  0.116
14 H 23.282 9.371 -6.870  0.107
15 H 24.930 9.855 -6.702  0.099
16 O 20.688 20.027 -8.715  -0.314
17 S 19.315 19.707 -9.011  0.672
18 O 18.787 19.814 -10.357  -0.340
19 C 18.905 18.069 -8.415  -0.212
20 C 18.173 18.236 -7.059  -0.206
21 C 18.200 19.727 -6.659  -0.224
22 C 18.135 20.570 -7.924  -0.205
23 H 19.803 17.455 -8.362  0.087
24 H 18.238 17.623 -9.148  0.099
25 H 17.171 17.807 -7.150  0.108
26 H 18.597 17.617 -6.267  0.091
27 H 19.204 19.781 -6.226  0.101
28 H 17.426 19.964 -5.934  0.114
29 H 18.393 21.622 -7.835  0.106
30 H 17.116 20.484 -8.301  0.110
31 O 28.499 16.819 -9.473  -0.332
32 S 28.316 18.256 -9.621  0.685
33 O 29.236 19.158 -8.990  -0.330
34 C 27.936 18.701 -11.352  -0.227
35 C 26.423 18.398 -11.526  -0.203
36 C 25.764 19.025 -10.292  -0.219
37 C 26.606 18.709 -9.049  -0.194
38 H 28.634 18.206 -12.024  0.103
39 H 28.139 19.775 -11.356  0.100
40 H 26.150 18.721 -12.524  0.114
41 H 26.415 17.310 -11.405  0.109
42 H 24.750 18.649 -10.143  0.107
43 H 25.638 20.082 -10.534  0.115
44 H 26.255 17.873 -8.448  0.079
45 H 26.689 19.603 -8.434  0.097
46 C 25.179 12.387 -12.602  -0.089
47 C 26.630 12.529 -12.097  -0.230
48 N 26.868 11.931 -10.798  -0.199
49 C 26.450 12.639 -9.597  -0.262
50 C 27.365 13.800 -9.291  -0.092
51 C 27.083 10.512 -10.676  -0.276
52 C 25.845 9.662 -10.470  -0.077
53 H 24.901 11.414 -12.998  0.058
54 H 24.988 13.133 -13.379  0.064
55 H 24.550 12.666 -11.752  0.065
56 H 27.254 11.922 -12.759  0.107
57 H 26.891 13.582 -12.180  0.102
58 H 25.415 13.007 -9.618  0.103
59 H 26.530 12.037 -8.686  0.110
60 H 27.036 14.293 -8.376  0.068
61 H 28.376 13.415 -9.131  0.082
62 H 27.466 14.414 -10.186  0.052
63 H 27.817 10.306 -9.883  0.113
64 H 27.689 10.143 -11.514  0.112
65 H 26.155 8.613 -10.377  0.071
66 H 25.168 9.820 -11.302  0.063
67 H 25.539 9.796 -9.428  0.056
68 C 17.988 21.898 -2.680  -0.084
69 C 19.449 21.731 -3.131  -0.281
70 N 19.838 22.631 -4.210  -0.180
71 C 21.102 22.167 -4.811  -0.253
72 C 22.346 22.434 -3.949  -0.088
73 C 19.900 24.025 -3.736  -0.239
74 C 20.084 24.938 -4.940  -0.084
75 H 17.729 21.025 -2.082  0.070
76 H 17.406 21.823 -3.603  0.068
77 H 17.706 22.834 -2.207  0.059
78 H 20.158 21.741 -2.287  0.105
79 H 19.547 20.687 -3.446  0.107
80 H 21.233 21.094 -4.963  0.070
81 H 21.216 22.547 -5.829  0.107
82 H 22.696 23.465 -3.838  0.067
83 H 22.057 22.098 -2.951  0.065
84 H 23.250 21.928 -4.290  0.068
85 H 20.771 24.114 -3.078  0.104
86 H 18.960 24.205 -3.221  0.102
87 H 21.041 24.696 -5.406  0.060
88 H 20.017 26.015 -4.791  0.071
89 H 19.373 24.721 -5.743  0.075
90 C 15.821 14.146 -5.321  -0.083
91 C 15.973 12.607 -5.523  -0.241
92 N 16.834 12.060 -4.477  -0.198
93 C 18.091 11.576 -4.991  -0.268
94 C 18.982 12.698 -5.518  -0.089
95 C 16.220 10.995 -3.639  -0.240
96 C 16.938 10.982 -2.282  -0.089
97 H 15.426 14.627 -6.216  0.065
98 H 16.767 14.561 -4.982  0.052
99 H 15.088 14.290 -4.526  0.065
100 H 14.925 12.318 -5.438  0.106
101 H 16.369 12.400 -6.518  0.106
102 H 18.679 10.881 -4.403  0.105
103 H 17.879 11.027 -5.933  0.115
104 H 18.768 13.198 -6.470  0.077
105 H 18.951 13.576 -4.857  0.065
106 H 20.049 12.483 -5.627  0.043
107 H 16.093 10.036 -4.153  0.114
108 H 15.194 11.334 -3.467  0.106
109 H 16.993 12.016 -1.939  0.075
110 H 17.989 10.695 -2.307  0.056
111 H 16.382 10.387 -1.559  0.068
112 C 26.729 13.408 2.605  -0.086
113 C 26.811 14.054 1.214  -0.262
114 N 25.777 15.053 0.960  -0.196
115 C 26.085 16.357 1.543  -0.248
116 C 24.811 17.199 1.663  -0.092
117 C 25.356 15.084 -0.433  -0.271
118 C 24.753 13.831 -0.956  -0.110
119 H 26.643 14.126 3.423  0.062
120 H 27.590 12.766 2.788  0.068
121 H 25.818 12.808 2.654  0.069
122 H 27.825 14.446 1.063  0.114
123 H 26.697 13.231 0.511  0.093
124 H 26.747 16.864 0.817  0.108
125 H 26.660 16.432 2.464  0.112
126 H 24.942 18.275 1.537  0.070
127 H 24.554 17.190 2.732  0.066
128 H 23.928 16.793 1.182  0.062
129 H 24.584 15.853 -0.513  0.103
130 H 26.175 15.394 -1.102  0.128
131 H 24.418 14.018 -1.980  0.062
132 H 25.403 12.954 -1.085  0.063
133 H 23.984 13.334 -0.358  0.085
134 C 21.738 15.571 -4.041  -0.089
135 C 21.772 16.734 -5.008  -0.270
136 N 22.840 16.713 -5.980  -0.179
137 C 22.848 17.894 -6.822  -0.244
138 C 22.885 19.260 -6.129  -0.074
139 C 22.977 15.495 -6.757  -0.234
140 C 24.274 15.458 -7.590  -0.078
141 H 22.702 15.441 -3.547  0.077
142 H 21.427 14.688 -4.615  0.044
143 H 21.000 15.699 -3.249  0.079
144 H 20.751 17.018 -5.311  0.110
145 H 22.017 17.525 -4.283  0.106
146 H 23.785 17.901 -7.387  0.090
147 H 22.036 17.775 -7.559  0.107
148 H 22.162 19.251 -5.318  0.041
149 H 23.875 19.529 -5.755  0.079
150 H 22.726 20.013 -6.902  0.070
151 H 22.115 15.361 -7.431  0.122
152 H 23.011 14.643 -6.080  0.077
153 H 24.639 14.446 -7.735  0.036
154 H 25.065 16.013 -7.074  0.079
155 H 24.213 16.004 -8.534  0.065

Atomic forces in eV per Å
O 0.6 0.0 0.8
S 1.1 0.8 1.1
O -0.8 -0.2 -0.7
C 1.2 -0.6 -1.3
C -1.8 0.9 0.2
C 1.9 0.8 0.3
C -1.3 -1.4 -0.2
H -0.7 -0.6 0.0
H 0.4 0.3 -0.5
H 0.5 -0.5 0.1
H 0.1 -0.5 -0.1
H -0.7 0.0 -0.2
H -0.3 0.1 0.4
H -0.2 0.7 -0.4
H 0.3 0.3 0.5
O -0.3 0.1 0.2
S -1.7 0.0 -0.9
O 0.7 0.2 0.2
C -0.1 -0.4 0.6
C -0.5 -0.5 -0.3
C 0.9 -0.7 0.2
C 0.2 -0.5 0.5
H 0.1 0.2 0.1
H 0.1 0.1 -0.2
H -0.2 0.4 -0.2
H 0.4 0.2 -0.1
H -0.2 0.8 0.4
H 0.1 0.1 0.1
H 0.2 -0.1 0.1
H 0.2 0.0 -0.6
O -0.1 1.0 -0.4
S -1.8 -0.5 0.3
O 0.5 0.2 -0.3
C 0.3 0.4 0.6
C 2.2 -0.9 1.0
C -0.7 -0.2 -0.7
C 0.6 0.4 -0.4
H -0.1 -0.2 0.0
H 0.0 0.0 -0.2
H -0.6 0.0 0.1
H -0.6 -0.1 -0.5
H 0.0 -0.1 -0.1
H 0.3 0.2 0.6
H -0.1 -0.1 -0.1
H 0.2 -0.2 0.2
C 0.0 1.0 0.3
C -0.6 -1.8 -0.3
N 0.2 0.4 0.7
C 0.1 0.1 0.3
C 0.6 -0.3 -0.5
C 1.0 -0.1 -0.3
C 1.3 -0.8 0.8
H 0.1 -0.1 0.2
H 0.0 -0.1 -0.1
H -0.3 -0.2 -0.2
H 0.3 0.5 -0.3
H 0.4 0.0 0.4
H -0.1 -0.2 -0.2
H -0.3 -0.7 -0.4
H 0.1 0.5 -0.3
H 0.0 0.0 0.2
H -0.2 0.6 0.5
H -0.4 0.3 0.4
H -0.5 0.3 -0.5
H 0.0 -0.1 -0.7
H -0.6 -0.1 0.5
H -1.0 0.7 -0.4
C 0.4 -0.5 -1.0
C -0.2 -0.2 0.6
N 0.2 -1.1 -0.1
C 1.2 0.5 -0.3
C 0.2 0.6 0.3
C 0.2 -0.5 -0.9
C 0.0 -0.2 -0.8
H -0.1 0.3 0.3
H -0.2 0.1 0.1
H 0.2 -0.1 0.3
H -0.2 0.5 0.3
H -0.1 0.1 -0.5
H -1.3 -0.2 0.2
H -0.1 0.3 0.1
H -0.5 0.2 -0.2
H 0.6 -0.1 0.1
H -0.3 -0.5 0.0
H -0.3 0.4 0.4
H 0.2 0.3 0.2
H 0.2 0.4 0.1
H 0.2 -0.1 0.5
H -0.3 -0.2 0.3
C 0.1 -0.7 0.1
C -0.2 1.7 0.4
N -0.4 -1.4 1.0
C 0.5 0.4 -3.1
C 1.0 1.8 0.6
C -0.3 1.5 0.1
C -0.2 0.2 -0.2
H 0.2 0.1 -0.1
H 0.0 0.2 -0.3
H 0.1 0.2 0.1
H 0.2 -1.0 -0.1
H -0.1 -0.2 -0.1
H -0.4 0.2 0.8
H 0.0 -0.5 0.3
H -0.7 -0.7 -0.2
H 0.0 -0.3 0.4
H -0.1 -0.6 0.2
H 0.5 -0.2 0.0
H 0.0 0.0 0.2
H -0.4 0.0 0.1
H -0.1 -0.5 -0.2
H 0.2 -0.1 0.1
C -0.5 0.2 -0.1
C 0.1 -0.2 0.5
N 0.3 -1.3 1.2
C -0.3 1.2 -2.4
C -0.1 0.2 2.2
C 0.2 1.1 0.6
C -0.1 -2.1 -0.7
H 0.2 0.2 -0.1
H 0.0 0.0 0.0
H 0.1 -0.1 0.0
H 0.1 0.2 -0.1
H 0.0 0.1 -0.2
H 0.1 0.1 0.0
H -0.2 -1.0 0.2
H 0.1 -0.1 -0.8
H -0.3 -0.3 -0.1
H 0.2 0.1 -0.4
H 0.2 0.1 -0.1
H 0.1 0.0 0.0
H -0.4 0.0 0.2
H 0.7 0.5 0.0
H -0.5 0.9 0.1
C -0.4 -1.0 -0.7
C 0.5 1.2 2.0
N 0.2 0.2 0.5
C 0.9 0.0 -0.4
C -0.1 -0.5 -0.4
C 0.3 -0.1 -0.4
C 0.2 0.8 0.3
H 0.1 -0.2 -0.3
H 0.3 -0.3 0.5
H -0.1 0.3 -0.1
H 0.0 -0.4 -0.8
H 0.0 0.4 -0.5
H -0.2 -0.4 -0.2
H -0.1 0.6 0.0
H -0.1 0.7 -0.1
H 0.0 -0.5 0.4
H -0.7 0.1 0.2
H -0.1 -0.1 0.0
H -0.1 0.1 0.0
H -0.2 -0.1 -0.2
H 0.0 -0.3 0.4
H -0.4 -0.4 -0.2